<a>
This record from the Open Molecules 2025 dataset describes a 7-piece molecular cluster, C28H70O14 overall. The level of theory is ωB97M-V/def2-TZVPD.

Last column: Löwdin charge in e.
Atoms and positions in Å:
C 2.98 0.57 -1.82  -0.167
O 2.38 1.67 -2.36  -0.202
C 3.11 2.97 -2.26  -0.138
C 2.18 4.13 -2.31  -0.250
O 1.41 4.39 -1.19  -0.167
C 0.24 3.56 -0.98  -0.059
H 2.74 -0.32 -2.41  0.088
H 2.84 0.40 -0.75  0.084
H 4.05 0.60 -2.00  0.081
H 3.86 3.08 -3.05  0.122
H 3.70 2.98 -1.34  0.127
H 1.51 3.96 -3.16  0.130
H 2.84 4.98 -2.43  0.131
H 0.51 2.51 -1.09  0.066
H -0.61 3.81 -1.62  0.073
H -0.08 3.75 0.04  0.086
C -0.96 1.62 -8.08  -0.096
O -0.62 1.70 -6.70  -0.221
C 0.06 0.65 -6.08  -0.182
C -0.60 -0.76 -6.02  -0.189
O -0.65 -1.38 -7.30  -0.199
C -1.43 -2.58 -7.32  -0.085
H -1.49 2.56 -8.21  0.085
H -1.65 0.83 -8.37  0.083
H -0.11 1.71 -8.76  0.088
H 0.19 1.07 -5.08  0.121
H 1.01 0.61 -6.63  0.126
H -1.52 -0.68 -5.45  0.106
H 0.07 -1.37 -5.40  0.120
H -0.86 -3.23 -6.66  0.082
H -1.59 -2.93 -8.34  0.094
H -2.34 -2.48 -6.73  0.075
C -6.23 2.02 5.00  -0.123
O -6.11 1.21 3.85  -0.176
C -4.76 0.76 3.59  -0.190
C -4.66 -0.08 2.33  -0.199
O -4.57 0.66 1.11  -0.190
C -4.67 -0.08 -0.12  -0.091
H -6.16 1.56 5.98  0.079
H -7.23 2.46 5.04  0.085
H -5.48 2.81 4.97  0.083
H -4.38 0.21 4.45  0.122
H -4.08 1.61 3.50  0.121
H -5.57 -0.69 2.35  0.124
H -3.79 -0.74 2.33  0.116
H -3.95 -0.88 -0.25  0.073
H -4.50 0.64 -0.92  0.085
H -5.66 -0.52 -0.29  0.081
C 8.00 -8.03 6.03  -0.103
O 7.11 -6.91 5.98  -0.209
C 7.13 -6.18 4.72  -0.183
C 6.10 -4.97 4.67  -0.191
O 5.90 -4.43 3.39  -0.175
C 4.53 -4.06 3.10  -0.101
H 7.81 -8.63 6.92  0.087
H 8.99 -7.62 5.87  0.086
H 7.79 -8.75 5.24  0.077
H 6.98 -6.91 3.93  0.108
H 8.15 -5.99 4.38  0.111
H 6.58 -4.21 5.29  0.125
H 5.19 -5.48 4.98  0.122
H 3.76 -4.83 3.04  0.086
H 4.40 -3.80 2.06  0.078
H 4.21 -3.18 3.67  0.077
C -0.67 -0.23 -1.65  -0.134
O 0.17 -0.37 -0.56  -0.185
C -0.51 -0.14 0.71  -0.177
C 0.48 0.44 1.73  -0.146
O 1.75 -0.32 1.89  -0.184
C 1.53 -1.71 2.18  -0.102
H -0.02 -0.18 -2.52  0.079
H -1.08 0.78 -1.70  0.073
H -1.44 -0.99 -1.81  0.092
H -0.99 -1.07 0.99  0.112
H -1.42 0.45 0.60  0.116
H 0.01 0.59 2.71  0.111
H 0.66 1.47 1.42  0.105
H 1.21 -2.33 1.35  0.089
H 0.91 -1.86 3.07  0.089
H 2.51 -2.03 2.51  0.063
C -2.52 2.61 -3.97  -0.075
O -3.16 1.33 -3.94  -0.180
C -3.77 1.09 -5.16  -0.238
C -4.75 -0.09 -4.88  -0.225
O -5.72 0.49 -4.03  -0.178
C -6.70 -0.55 -3.90  -0.098
H -1.85 2.59 -3.11  0.057
H -3.29 3.36 -3.79  0.099
H -1.84 2.78 -4.81  0.083
H -3.06 1.07 -5.98  0.108
H -4.49 1.85 -5.44  0.123
H -4.12 -0.93 -4.58  0.121
H -5.26 -0.30 -5.82  0.121
H -7.28 -0.66 -4.82  0.086
H -7.28 -0.06 -3.12  0.094
H -6.21 -1.48 -3.62  0.088
C 1.11 5.03 4.75  -0.108
O 2.20 4.16 4.46  -0.206
C 2.05 2.78 4.11  -0.145
C 2.26 1.89 5.37  -0.184
O 1.15 1.01 5.50  -0.210
C 1.44 -0.02 6.45  -0.106
H 0.62 4.92 5.72  0.081
H 0.36 5.10 3.97  0.078
H 1.51 6.05 4.69  0.083
H 2.70 2.54 3.27  0.122
H 1.05 2.67 3.68  0.106
H 2.25 2.53 6.25  0.120
H 3.19 1.32 5.46  0.117
H 0.56 -0.66 6.33  0.083
H 1.41 0.46 7.43  0.088
H 2.28 -0.68 6.29  0.085

**Net charge**: 0
**HOMO-LUMO gap**: 9.94 eV
**Structure (SMILES)**: COCCOC.COCCOC.COCCOC.COCCOC.COCCOC.COCCOC.COCCOC
**HOMO level**: -9.4 eV
**Molecular weight**: 630.854 g mol⁻¹

=====

<b>
This record from the Open Molecules 2025 dataset describes a 7-piece molecular cluster, C28H70O14 overall. The level of theory is ωB97M-V/def2-TZVPD.

Last column: Löwdin charge in e.
Atoms and positions in Å:
C 2.32 -4.31 -2.18  -0.086
O 2.70 -3.14 -2.86  -0.219
C 2.44 -3.10 -4.22  -0.220
C 3.43 -3.71 -5.23  -0.168
O 4.60 -2.93 -5.33  -0.195
C 5.37 -2.88 -4.18  -0.121
H 2.82 -4.39 -1.21  0.098
H 2.54 -5.19 -2.80  0.087
H 1.24 -4.22 -2.11  0.087
H 2.01 -2.13 -4.47  0.108
H 1.65 -3.83 -4.41  0.115
H 3.06 -3.57 -6.25  0.135
H 3.71 -4.72 -4.95  0.123
H 5.74 -3.87 -3.90  0.093
H 4.85 -2.36 -3.37  0.061
H 6.30 -2.37 -4.41  0.093
C 1.09 3.91 3.21  -0.096
O -0.23 3.44 3.18  -0.195
C -1.17 4.43 3.18  -0.226
C -1.13 5.46 1.99  -0.122
O -0.02 6.40 2.14  -0.210
C 0.01 7.40 1.17  -0.147
H 1.46 4.02 2.19  0.092
H 1.64 3.10 3.70  0.089
H 1.24 4.85 3.74  0.093
H -1.17 4.89 4.17  0.125
H -2.18 4.05 3.30  0.111
H -2.07 6.01 1.90  0.119
H -0.87 4.93 1.07  0.126
H -0.95 7.69 0.75  0.077
H 0.49 7.13 0.23  0.082
H 0.43 8.33 1.55  0.088
C -8.75 -5.93 0.15  -0.075
O -7.80 -5.12 0.91  -0.203
C -6.55 -4.99 0.30  -0.225
C -5.69 -4.11 1.23  -0.183
O -4.46 -3.80 0.56  -0.169
C -3.71 -2.92 1.30  -0.141
H -8.26 -6.81 -0.26  0.075
H -9.07 -5.33 -0.71  0.082
H -9.60 -6.36 0.67  0.082
H -6.74 -4.38 -0.58  0.130
H -6.11 -5.98 0.19  0.128
H -5.52 -4.64 2.17  0.128
H -6.34 -3.25 1.38  0.128
H -2.75 -2.87 0.77  0.088
H -3.60 -3.30 2.32  0.085
H -4.08 -1.90 1.31  0.082
C 4.83 -0.49 -0.93  -0.100
O 6.11 0.17 -0.80  -0.175
C 6.02 1.26 0.12  -0.219
C 7.25 2.12 0.19  -0.179
O 6.91 3.46 0.70  -0.213
C 8.03 4.30 1.19  -0.069
H 4.09 0.02 -1.55  0.084
H 4.44 -0.75 0.05  0.077
H 4.92 -1.42 -1.49  0.064
H 5.79 0.92 1.13  0.125
H 5.19 1.87 -0.24  0.125
H 7.73 2.20 -0.79  0.125
H 7.93 1.65 0.90  0.119
H 8.97 3.95 0.76  0.080
H 7.97 4.34 2.28  0.078
H 7.90 5.33 0.88  0.074
C 1.17 -1.37 -0.41  -0.085
O 0.08 -0.58 0.18  -0.167
C -0.04 -0.98 1.57  -0.194
C -1.14 -0.16 2.19  -0.227
O -1.54 -0.57 3.49  -0.170
C -0.71 0.03 4.48  -0.106
H 1.30 -0.95 -1.40  0.066
H 0.89 -2.41 -0.58  0.072
H 2.17 -1.35 0.03  0.072
H 0.91 -0.94 2.10  0.120
H -0.29 -2.04 1.59  0.118
H -2.11 -0.23 1.69  0.107
H -0.93 0.90 2.01  0.124
H -1.01 -0.26 5.48  0.086
H -0.70 1.12 4.39  0.073
H 0.35 -0.21 4.47  0.080
C -0.19 0.13 -4.28  -0.101
O 0.12 1.44 -4.67  -0.168
C 1.36 1.91 -4.26  -0.210
C 2.54 1.35 -5.00  -0.232
O 2.67 1.83 -6.30  -0.165
C 3.83 1.34 -6.92  -0.103
H -1.26 0.08 -4.45  0.099
H 0.04 -0.02 -3.23  0.075
H 0.38 -0.63 -4.81  0.066
H 1.40 1.86 -3.17  0.123
H 1.32 2.99 -4.35  0.132
H 2.48 0.27 -5.05  0.108
H 3.44 1.62 -4.45  0.127
H 3.64 0.27 -7.01  0.085
H 4.78 1.53 -6.43  0.088
H 3.92 1.74 -7.93  0.089
C -4.09 1.59 2.53  -0.088
O -5.26 2.17 3.09  -0.182
C -5.83 1.45 4.18  -0.209
C -6.67 0.19 3.87  -0.153
O -5.84 -0.97 3.61  -0.228
C -5.12 -1.62 4.71  -0.076
H -4.03 2.26 1.68  0.099
H -4.16 0.53 2.31  0.072
H -3.23 1.74 3.18  0.075
H -6.52 2.21 4.52  0.122
H -5.17 1.23 5.02  0.116
H -7.18 0.36 2.92  0.125
H -7.43 -0.01 4.63  0.119
H -4.45 -0.88 5.14  0.070
H -4.50 -2.49 4.49  0.072
H -5.78 -2.02 5.48  0.078

**Net charge**: 0
**HOMO-LUMO gap**: 9.81 eV
**Structure (SMILES)**: COCCOC.COCCOC.COCCOC.COCCOC.COCCOC.COCCOC.COCCOC
**HOMO level**: -9.3 eV
**Molecular weight**: 630.854 g mol⁻¹

=====

Stability summary - winner: <b>; margin: 0.496 eV.

=====

<a>
This record from the Open Molecules 2025 dataset describes C5H7N2O2 as an isolated structure. The level of theory is ωB97M-V/def2-TZVPD.

Last column: Löwdin charge in e.
Atoms and positions in Å:
C -1.35 1.61 -0.28  0.157
C -1.04 -0.40 0.10  -0.122
C -2.15 0.33 -0.09  -0.066
C -0.21 0.90 -0.12  -0.125
C -0.78 -1.75 0.17  0.004
N -3.57 0.10 -0.03  -0.404
N 1.27 1.17 -0.04  0.227
O -4.29 1.02 -0.13  0.152
O -3.90 -1.01 0.23  0.129
H -1.55 2.65 -0.44  0.131
H -1.61 -2.23 0.48  0.072
H 0.19 -2.02 0.62  0.124
H -0.88 -2.18 -0.76  0.110
H 1.54 1.24 0.95  0.181
H 1.58 2.12 -0.44  0.213
H 1.76 0.43 -0.67  0.218

**Net charge**: +1
**HOMO-LUMO gap (spin up / spin down)**: 7.80 / 7.80 eV
**HOMO level (spin up / spin down)**: -12.9 / -12.9 eV
**Molecular weight**: 127.123 g mol⁻¹

=====

<b>
This record from the Open Molecules 2025 dataset describes an isolated ion of composition C5H7N2O2 and charge +1. The level of theory is ωB97M-V/def2-TZVPD.

Last column: Löwdin charge in e.
Atoms and positions in Å:
C -2.17 -0.65 -0.24  0.156
N -1.08 -0.09 -0.23  0.133
C 0.14 0.20 -0.15  -0.118
C 0.59 1.57 0.22  0.049
C 1.16 -0.90 -0.40  -0.379
O 1.04 -1.73 0.68  0.072
N 2.40 -0.32 -0.53  0.181
C 3.51 -0.14 -0.15  -0.277
O 4.55 0.23 0.17  0.242
H -2.80 -0.64 -1.23  0.183
H -2.45 -0.88 0.77  0.128
H 1.57 1.58 0.75  0.118
H -0.08 1.96 0.85  0.046
H 0.69 2.22 -0.75  0.171
H 1.00 -1.56 -1.23  0.168
H 0.80 -2.64 0.51  0.125

**Net charge**: +1
**HOMO-LUMO gap**: 9.79 eV
**Structure (SMILES)**: C=[N+]=C(C)[C@H](O)N=C=O
**HOMO level**: -14.5 eV
**Molecular weight**: 127.123 g mol⁻¹

=====

Stability summary - winner: <b>; margin: 5.366 eV.

=====

<a>
This record from the Open Molecules 2025 dataset describes one molecule with the formula C2H6S. The level of theory is ωB97M-V/def2-TZVPD.

Last column: Löwdin charge in e.
Atoms and positions in Å:
C -0.87 -0.33 -0.20  -0.205
C 0.24 0.67 -0.04  -0.616
S 1.97 -0.06 -0.18  0.641
H -1.85 0.09 0.04  0.061
H -0.66 -1.09 0.67  0.096
H -0.87 -0.81 -1.19  0.071
H 0.16 1.11 0.99  0.069
H 0.15 1.47 -0.77  0.058
H 1.74 -1.05 0.67  -0.176

**Net charge**: 0
**HOMO-LUMO gap**: 10.18 eV
**Structure (SMILES)**: CCS
**HOMO level**: -9.1 eV
**Molecular weight**: 62.137 g mol⁻¹

=====

<b>
This record from the Open Molecules 2025 dataset describes a 2-piece molecular cluster, C2H6S overall. The level of theory is ωB97M-V/def2-TZVPD.

Last column: Löwdin charge in e.
Atoms and positions in Å:
C -2.34 -0.17 0.83  -0.041
C -2.53 0.51 -0.40  -0.053
H -2.83 0.17 1.68  0.014
H -1.38 -0.57 0.92  0.012
H -3.53 0.94 -0.50  0.035
H -2.12 -0.02 -1.26  0.033
S 4.71 -0.33 0.15  0.441
H 5.09 -1.26 -0.72  -0.244
H 4.91 0.72 -0.71  -0.197

**Net charge**: 0
**HOMO-LUMO gap**: 10.76 eV
**Structure (SMILES)**: C=C.S
**HOMO level**: -9.8 eV
**Molecular weight**: 62.137 g mol⁻¹

=====

Stability summary - winner: <a>; margin: 1.659 eV.